{
  "formula": "C64H144Cl2N8",
  "method": "ωB97M-V/def2-TZVPD",
  "total_energy_ev": -105601.9048,
  "e_homo_ev": -13.34,
  "total_charge": 6,
  "elements": ["C", "C", "C", "N", "C", "C", "C", "C", "C", "H", "H", "H", "H", "H", "H", "H", "H", "H", "H", "H", "H", "H", "H", "H", "H", "H", "H", "C", "C", "C", "N", "C", "C", "C", "C", "C", "H", "H", "H", "H", "H", "H", "H", "H", "H", "H", "H", "H", "H", "H", "H", "H", "H", "H", "C", "C", "C", "N", "C", "C", "C", "C", "C", "H", "H", "H", "H", "H", "H", "H", "H", "H", "H", "H", "H", "H", "H", "H", "H", "H", "H", "C", "C", "C", "N", "C", "C", "C", "C", "C", "H", "H", "H", "H", "H", "H", "H", "H", "H", "H", "H", "H", "H", "H", "H", "H", "H", "H", "C", "C", "C", "N", "C", "C", "C", "C", "C", "H", "H", "H", "H", "H", "H", "H", "H", "H", "H", "H", "H", "H", "H", "H", "H", "H", "H", "C", "C", "C", "N", "C", "C", "C", "C", "C", "H", "H", "H", "H", "H", "H", "H", "H", "H", "H", "H", "H", "H", "H", "H", "H", "H", "H", "C", "C", "C", "N", "C", "C", "C", "C", "C", "H", "H", "H", "H", "H", "H", "H", "H", "H", "H", "H", "H", "H", "H", "H", "H", "H", "H", "C", "C", "C", "N", "C", "C", "C", "C", "C", "H", "H", "H", "H", "H", "H", "H", "H", "H", "H", "H", "H", "H", "H", "H", "H", "H", "H", "Cl", "Cl"],
  "xyz": [[-1.4768, -1.1572, -8.8032], [-2.8952, -0.8680, -9.2367], [-3.5214, -2.1848, -9.5512], [-4.8633, -2.1662, -10.2299], [-5.8539, -1.2586, -9.5135], [-4.6350, -1.7498, -11.6045], [-5.7990, -2.4981, -12.4044], [-6.4157, -3.5379, -11.4444], [-5.3901, -3.5859, -10.3236], [-0.8570, -0.2843, -8.5874], [-0.8773, -1.5455, -9.6071], [-1.4591, -1.8808, -7.9886], [-3.0048, -0.1395, -10.0325], [-3.4614, -0.3837, -8.3897], [-3.5322, -2.7427, -8.6577], [-2.9029, -2.7685, -10.2227], [-6.8531, -1.3058, -9.8984], [-5.5400, -0.2265, -9.6762], [-5.9188, -1.5719, -8.4785], [-4.7674, -0.6302, -11.6553], [-3.6773, -2.0243, -12.0334], [-6.5747, -1.8705, -12.7238], [-5.3177, -2.9036, -13.2661], [-7.2781, -3.1474, -10.9865], [-6.6998, -4.5168, -11.8201], [-5.8710, -3.9108, -9.3902], [-4.4760, -4.1482, -10.5560], [8.8366, -8.0688, 2.5271], [9.3682, -6.7159, 1.8421], [9.0616, -5.6528, 2.8415], [9.6530, -4.2983, 2.6187], [11.1137, -4.3087, 2.6569], [9.0932, -3.4243, 3.6881], [9.2937, -2.0081, 3.1795], [9.1427, -2.1535, 1.6359], [9.0769, -3.6412, 1.3814], [9.2677, -8.9630, 1.9953], [7.7556, -8.1309, 2.6373], [9.3652, -8.0380, 3.5141], [8.8280, -6.5760, 0.9164], [10.4601, -6.9590, 1.7353], [9.4848, -5.8370, 3.8675], [8.0087, -5.5610, 3.0074], [11.4110, -4.4622, 3.6588], [11.5145, -3.3512, 2.2321], [11.4111, -5.1257, 2.0303], [9.4685, -3.6656, 4.6912], [7.9756, -3.5951, 3.6655], [10.1830, -1.5001, 3.4908], [8.5560, -1.3334, 3.5918], [10.0650, -1.7418, 1.1599], [8.2412, -1.7399, 1.1418], [9.6079, -3.9699, 0.4593], [8.1018, -3.9978, 1.3700], [-6.8212, -5.6683, 2.6745], [-7.9033, -4.6867, 2.6448], [-8.3911, -4.2600, 1.2865], [-9.5271, -3.2556, 1.3146], [-10.7702, -3.8220, 1.9883], [-9.8327, -2.6383, -0.0871], [-10.4176, -1.2622, 0.1801], [-9.9788, -0.8880, 1.5849], [-9.0332, -2.0969, 2.1067], [-6.6594, -6.0713, 3.6710], [-5.8542, -5.4304, 2.1640], [-6.9795, -6.5894, 1.9573], [-7.7312, -3.8922, 3.3513], [-8.7171, -5.1870, 3.1771], [-8.6377, -5.1332, 0.6839], [-7.6321, -3.7732, 0.6509], [-11.0921, -4.7370, 1.4801], [-11.6209, -3.1772, 1.8976], [-10.4835, -4.0295, 3.0254], [-10.4391, -3.3608, -0.5894], [-8.8035, -2.4721, -0.4703], [-11.5067, -1.2522, 0.0844], [-9.9759, -0.5712, -0.5551], [-10.8496, -0.7404, 2.2008], [-9.4208, 0.0410, 1.6764], [-9.0696, -2.3406, 3.2025], [-7.9798, -1.9206, 1.8771], [-5.1167, 1.1835, 13.7308], [-5.1375, 0.2556, 14.7052], [-1.3514, 0.7517, 11.4964], [-0.4158, -0.3190, 11.8085], [0.1379, 0.0394, 13.2154], [-1.1875, -1.7302, 12.0411], [-1.0925, -2.3277, 10.6106], [0.3587, -1.5784, 9.8736], [0.7204, -0.5622, 10.8737], [-5.2199, 2.3100, 13.8169], [-8.8515, -1.1880, 19.9788], [-5.4571, 0.7905, 12.8036], [-4.8929, -0.8519, 14.5032], [-5.0191, 0.3901, 15.7573], [-2.1684, 0.9154, 12.1808], [-1.7000, 0.5626, 10.5546], [0.5437, 1.0261, 13.1707], [0.9119, -0.6365, 13.5035], [-0.6165, -0.1293, 13.9194], [-0.6662, -2.1872, 12.7765], [-2.1754, -1.5215, 12.4229], [-1.2763, -3.3728, 10.3532], [-1.9435, -1.9365, 10.0739], [1.0815, -2.3676, 9.4812], [-0.1371, -1.1202, 8.8820], [1.4778, 0.1436, 11.0088], [-0.8477, 1.6398, 11.5590], [6.1444, -4.1018, -4.9400], [5.7892, -2.6823, -4.5366], [6.9583, -1.7127, -4.4521], [6.5360, -0.2063, -4.2036], [5.7099, -0.0936, -2.9351], [5.9411, 0.5072, -5.4417], [7.2049, 0.9850, -6.2836], [8.4206, 0.9704, -5.3381], [7.8302, 0.6351, -3.9915], [6.7602, -4.1980, -5.8127], [5.1785, -4.6072, -5.0041], [6.7639, -4.5224, -4.1334], [5.3014, -2.6972, -3.5735], [5.1153, -2.3355, -5.3611], [7.5937, -1.7051, -5.3587], [7.6282, -1.9546, -3.6664], [6.3114, -0.4643, -2.1246], [4.8565, -0.7225, -3.0667], [5.4025, 0.9349, -2.7371], [5.4016, 1.3793, -5.1838], [5.3307, -0.1104, -6.1010], [7.0741, 1.9305, -6.7615], [7.3885, 0.2560, -7.1405], [9.1115, 1.8042, -5.3326], [8.9640, 0.0369, -5.5265], [7.4660, 1.4255, -3.4049], [8.5764, 0.1475, -3.3322], [-7.1157, 4.5493, -4.1896], [-6.2615, 5.6287, -3.5932], [-5.5586, 6.4707, -4.7040], [-4.9574, 7.7975, -4.2520], [-5.8963, 8.8814, -3.9449], [-4.0647, 7.5364, -3.0443], [-2.7676, 8.3734, -3.2451], [-3.0058, 9.1434, -4.6377], [-4.0496, 8.2612, -5.3518], [-7.9156, 4.9388, -4.8118], [-7.4546, 3.8394, -3.4481], [-6.4370, 3.9611, -4.8224], [-5.4477, 5.1918, -2.9830], [-6.9162, 6.3053, -3.0728], [-6.1953, 6.7428, -5.5397], [-4.7219, 5.9096, -5.1254], [-6.5999, 9.0446, -4.7609], [-5.4362, 9.8073, -3.6216], [-6.5510, 8.5648, -3.1619], [-4.5905, 7.6587, -2.1154], [-3.7755, 6.5159, -3.2011], [-2.5985, 9.2283, -2.5946], [-1.8936, 7.7163, -3.3855], [-3.3160, 10.1699, -4.4614], [-2.0529, 9.1952, -5.1782], [-4.7047, 8.7800, -6.0252], [-3.6074, 7.4076, -5.8534], [6.5976, 2.7434, 5.5082], [5.5746, 3.7276, 5.0169], [5.4981, 3.7581, 3.4720], [4.5649, 4.7381, 2.8198], [3.1588, 4.4216, 3.1505], [4.7116, 4.7039, 1.3187], [4.3106, 6.0844, 0.8777], [4.6869, 7.0816, 2.0098], [5.0298, 6.1737, 3.1446], [6.5505, 1.7440, 5.0827], [6.4603, 2.5184, 6.5541], [7.5879, 3.1436, 5.2862], [5.7481, 4.7449, 5.3700], [4.5771, 3.4387, 5.3714], [5.3013, 2.7612, 3.1060], [6.5226, 4.0899, 3.0481], [2.8524, 3.5121, 2.5324], [2.5054, 5.3034, 2.9493], [3.1203, 4.1790, 4.2351], [4.1927, 3.8552, 0.9459], [5.7726, 4.6704, 1.1700], [3.2139, 6.0499, 0.6628], [4.9206, 6.3881, 0.0101], [3.8368, 7.6504, 2.2614], [5.5464, 7.7206, 1.7608], [4.5900, 6.5284, 4.0740], [6.1096, 6.0995, 3.3003], [1.4114, -2.3794, 1.5260], [0.8020, -1.6934, 0.2754], [-0.7074, -1.4702, 0.3888], [-1.1961, -0.2940, -0.5121], [-1.2699, 0.9180, 0.3236], [-2.5435, -0.8066, -0.9028], [-2.1749, -1.7092, -2.0709], [-0.8969, -1.1026, -2.6958], [-0.3983, -0.0834, -1.7162], [2.4731, -2.2788, 1.5341], [1.0794, -3.4389, 1.5033], [0.9541, -1.8934, 2.3756], [1.0090, -2.3131, -0.5748], [1.3524, -0.7435, 0.1306], [-1.2261, -1.2477, 1.3816], [-1.2211, -2.3421, -0.0628], [-1.7569, 0.6699, 1.2663], [-1.8555, 1.6628, -0.2319], [-0.2664, 1.1168, 0.5822], [-3.1167, 0.0583, -1.3246], [-3.0160, -1.3048, -0.0936], [-3.0084, -1.8731, -2.7775], [-1.8954, -2.7550, -1.7707], [-1.2160, -0.6475, -3.6454], [-0.1536, -1.8655, -2.9319], [-0.4302, 0.9103, -2.0475], [0.6585, -0.1189, -1.5053], [-3.1518, 2.0169, -3.4040], [3.0952, 1.5225, 0.0752]],
  "lowdin_charge": [-0.0903, -0.2362, -0.1712, -0.2817, 0.0544, -0.0915, -0.0827, -0.1229, -0.0885, 0.0869, 0.0765, 0.0855, 0.1153, 0.1348, 0.1271, 0.1331, 0.1030, 0.1108, 0.1170, 0.1527, 0.1404, 0.0989, 0.1113, 0.0885, 0.1361, 0.1474, 0.1454, -0.0668, -0.2014, -0.1816, -0.3072, 0.0502, -0.1119, -0.1341, -0.1313, -0.1073, 0.0992, 0.0733, 0.0862, 0.1077, 0.1289, 0.1578, 0.1297, 0.1109, 0.1411, 0.0984, 0.1554, 0.1576, 0.1124, 0.1126, 0.1265, 0.1256, 0.1607, 0.1076, -0.1190, -0.2819, -0.1294, -0.2780, 0.0548, -0.0538, -0.1553, -0.1094, -0.0932, 0.0862, 0.0868, 0.1259, 0.1050, 0.1207, 0.1453, 0.1347, 0.1228, 0.1057, 0.1084, 0.1332, 0.1400, 0.1256, 0.1285, 0.1083, 0.1139, 0.1414, 0.1329, -0.1006, -0.0827, -0.0055, -0.2966, 0.0317, -0.0348, -0.0707, -0.1220, -0.0524, 0.0743, 0.2741, 0.0195, 0.0710, 0.0299, 0.1087, 0.0810, 0.1016, 0.1007, 0.0890, 0.0803, 0.1253, 0.1012, 0.0736, 0.1108, 0.1256, 0.0866, 0.0799, -0.0838, -0.2486, -0.0879, -0.2135, 0.0195, -0.0475, -0.1190, -0.1374, -0.1211, 0.0793, 0.0894, 0.0850, 0.0994, 0.1268, 0.1429, 0.1158, 0.1023, 0.0843, 0.1048, 0.1156, 0.1247, 0.1046, 0.1361, 0.1321, 0.1105, 0.1058, 0.1451, -0.0985, -0.2222, -0.1030, -0.2874, 0.0170, -0.0762, -0.0925, -0.1150, -0.0999, 0.0850, 0.0786, 0.0838, 0.1171, 0.1017, 0.1393, 0.1336, 0.1236, 0.1220, 0.0967, 0.1355, 0.1130, 0.1102, 0.1191, 0.1071, 0.1205, 0.1321, 0.1357, -0.0955, -0.2314, -0.1364, -0.2797, 0.0203, -0.1294, -0.1344, -0.1259, -0.0999, 0.0737, 0.0800, 0.0884, 0.1151, 0.1032, 0.1328, 0.1585, 0.1058, 0.1254, 0.0997, 0.0289, 0.1274, 0.1312, 0.1281, 0.1013, 0.1365, 0.1397, 0.1356, -0.0767, -0.2317, -0.0913, -0.2771, 0.0267, -0.1287, -0.1578, -0.1362, -0.1491, 0.0601, 0.0867, 0.0654, 0.1037, 0.0382, 0.1519, 0.1105, 0.1017, 0.1132, 0.0813, 0.0906, 0.1193, 0.1241, 0.1126, 0.1053, 0.1112, 0.1063, 0.0978, -0.7086, -0.5905]
}